Record 1
The following is a quantum chemistry calculation of a molecular structure, C28H63BN2NbO10 at a distorted geometry, from the Open Molecules 2025 dataset.

Atoms and positions in Å:
C: -2.841 -1.194 0.423
N: -1.916 -0.761 -0.623
C: -0.861 -1.731 -0.952
Nb: 0.711 -1.371 0.654
C: 0.862 0.915 0.496
C: 0.243 1.795 1.534
C: -0.812 2.646 1.161
C: -1.439 3.499 2.061
C: -1.016 3.527 3.391
C: 0.033 2.698 3.775
C: 0.667 1.838 2.876
C: 1.816 0.996 3.354
B: 2.621 -1.517 -0.792
N: 2.462 -1.084 -2.167
O: 3.925 -1.963 -0.495
H: -2.640 -0.680 1.366
H: -2.735 -2.267 0.624
H: -3.873 -1.005 0.121
H: -2.442 -0.538 -1.456
H: -1.236 -2.761 -1.040
H: -0.444 -1.492 -1.938
H: -0.370 -1.407 2.166
H: 0.772 -3.209 0.799
H: 2.038 -1.560 1.908
H: 1.894 1.238 0.302
H: 0.301 1.089 -0.435
H: -1.153 2.624 0.130
H: -2.242 4.142 1.716
H: -1.489 4.197 4.099
H: 0.380 2.720 4.805
H: 1.522 -0.053 3.459
H: 2.165 1.354 4.325
H: 2.652 1.023 2.653
H: 3.325 -0.651 -2.485
H: 1.724 -0.397 -2.269
H: 4.348 -1.346 0.107
C: 5.148 0.611 7.404
O: 4.321 1.447 8.181
C: 3.724 2.464 7.397
C: 2.606 3.140 8.155
O: 1.384 2.425 8.126
C: 1.283 1.300 8.979
C: 1.015 1.651 10.423
O: 2.209 2.030 11.084
C: 1.952 2.649 12.319
H: 5.952 1.181 6.923
H: 5.589 -0.125 8.074
H: 4.574 0.090 6.630
H: 3.322 2.040 6.468
H: 4.487 3.212 7.136
H: 2.390 4.084 7.651
H: 2.920 3.359 9.179
H: 2.165 0.659 8.899
H: 0.421 0.741 8.610
H: 0.584 0.775 10.930
H: 0.287 2.472 10.464
H: 1.386 3.579 12.190
H: 2.912 2.880 12.777
H: 1.390 1.988 12.991
C: -6.273 2.123 -7.593
O: -6.111 2.273 -6.205
C: -6.144 1.028 -5.532
C: -5.669 1.165 -4.103
O: -4.260 1.171 -3.960
C: -3.599 2.377 -4.323
C: -3.771 3.489 -3.314
O: -5.025 4.128 -3.492
C: -5.358 4.936 -2.388
H: -7.227 1.637 -7.835
H: -6.264 3.118 -8.033
H: -5.458 1.532 -8.028
H: -5.507 0.301 -6.052
H: -7.177 0.648 -5.530
H: -6.000 0.274 -3.565
H: -6.124 2.037 -3.630
H: -3.909 2.703 -5.319
H: -2.540 2.119 -4.361
H: -2.971 4.231 -3.444
H: -3.700 3.068 -2.304
H: -5.460 4.340 -1.474
H: -6.310 5.415 -2.608
H: -4.601 5.711 -2.217
C: 2.532 -7.697 -7.883
O: 2.318 -6.397 -7.395
C: 0.941 -6.079 -7.322
C: 0.713 -4.819 -6.517
O: 0.715 -5.022 -5.120
C: 1.988 -5.153 -4.499
C: 2.717 -3.846 -4.310
O: 3.354 -3.459 -5.525
C: 3.771 -2.116 -5.476
H: 2.106 -7.825 -8.887
H: 3.608 -7.855 -7.934
H: 2.093 -8.450 -7.217
H: 0.388 -6.906 -6.856
H: 0.553 -5.929 -8.341
H: -0.293 -4.465 -6.751
H: 1.428 -4.046 -6.811
H: 2.616 -5.867 -5.039
H: 1.779 -5.559 -3.508
H: 3.478 -3.961 -3.528
H: 2.016 -3.070 -3.988
H: 2.919 -1.437 -5.354
H: 4.275 -1.895 -6.417
H: 4.468 -1.943 -4.647

Calculated values
relative energy (zero: lowest compared OMol25 entry of this formula, charge and spin) = 0.0 kJ/mol
HOMO level = -4.2 eV
lowest unoccupied orbital energy = 0.0844 hartree
strongest force on any atom = 3.27 eV Å⁻¹
charge = -1

***

Record 2
The following is a quantum chemistry calculation of 3 unconnected molecules or ions with the total composition C28H64N3O6Si at a distorted geometry, from the Open Molecules 2025 dataset.

Atoms and positions in Å:
C: 2.995 -5.485 1.156
O: 1.972 -4.812 0.424
C: 2.326 -3.450 0.227
C: 1.196 -2.592 -0.336
C: 1.781 -1.214 -0.707
C: 1.281 0.001 0.124
Si: 2.700 1.285 0.091
C: 4.160 0.512 1.029
C: 3.211 1.687 -1.675
C: 2.168 2.808 1.063
C: 0.107 0.698 -0.630
C: -1.280 0.741 0.024
C: -1.948 2.051 -0.433
C: -2.137 -0.407 -0.520
N: -1.242 0.776 1.497
O: -2.383 0.955 2.051
C: -0.392 -0.214 2.187
C: -0.240 0.288 3.646
C: -1.088 -1.568 2.301
C: 1.033 -0.305 1.616
H: 3.926 -4.927 1.115
H: 2.703 -5.550 2.203
H: 3.188 -6.457 0.716
H: 3.199 -3.376 -0.423
H: 2.603 -3.005 1.190
H: 0.799 -3.067 -1.223
H: 0.437 -2.546 0.432
H: 2.866 -1.283 -0.636
H: 1.586 -1.049 -1.758
H: 3.836 -0.083 1.876
H: 4.656 -0.178 0.349
H: 4.903 1.246 1.322
H: 4.215 2.096 -1.671
H: 3.197 0.814 -2.315
H: 2.535 2.439 -2.075
H: 2.004 2.547 2.103
H: 2.984 3.525 1.055
H: 1.243 3.237 0.690
H: 0.380 1.733 -0.836
H: -0.040 0.253 -1.605
H: -1.955 2.039 -1.518
H: -2.985 2.051 -0.120
H: -1.413 2.915 -0.058
H: -2.425 -0.164 -1.536
H: -1.570 -1.331 -0.587
H: -3.042 -0.570 0.056
H: 0.679 -0.102 4.069
H: -0.117 1.366 3.614
H: -1.087 0.019 4.258
H: -0.513 -2.208 2.959
H: -2.056 -1.422 2.767
H: -1.252 -2.058 1.349
H: 1.623 0.392 2.202
H: 1.407 -1.282 1.897
C: 0.571 5.317 4.184
O: 0.134 5.208 2.844
C: -1.261 4.953 2.700
C: -1.984 6.153 2.126
N: -2.028 7.257 3.076
C: -2.496 8.523 2.520
C: -1.683 9.171 1.402
O: -0.412 9.647 1.801
C: 0.627 8.685 1.805
H: 1.660 5.309 4.174
H: 0.237 6.250 4.651
H: 0.223 4.471 4.784
H: -1.704 4.642 3.650
H: -1.363 4.121 1.996
H: -3.007 5.860 1.874
H: -1.472 6.427 1.193
H: -1.103 7.397 3.461
H: -2.543 9.238 3.345
H: -3.523 8.385 2.165
H: -2.237 10.055 1.075
H: -1.589 8.522 0.523
H: 0.493 7.936 1.020
H: 0.710 8.186 2.774
H: 1.565 9.212 1.626
C: -2.127 -6.215 -6.618
O: -2.567 -6.924 -5.477
C: -1.714 -7.990 -5.078
C: -1.012 -7.677 -3.773
N: -0.027 -6.617 -3.937
C: 0.520 -6.095 -2.684
C: -0.428 -5.423 -1.699
O: -0.957 -4.186 -2.144
C: -2.097 -4.262 -2.981
H: -2.940 -5.562 -6.931
H: -1.249 -5.596 -6.403
H: -1.891 -6.896 -7.441
H: -0.991 -8.231 -5.863
H: -2.348 -8.868 -4.926
H: -0.506 -8.580 -3.419
H: -1.788 -7.417 -3.040
H: -0.450 -5.852 -4.446
H: 1.286 -5.362 -2.952
H: 1.034 -6.910 -2.166
H: 0.162 -5.170 -0.817
H: -1.233 -6.090 -1.367
H: -2.728 -5.118 -2.732
H: -1.819 -4.307 -4.037
H: -2.676 -3.349 -2.834

Calculated values
2S+1 = 2
HOMO level (spin up / spin down) = -8.2 / -8.6 eV
lowest unoccupied orbital energy (spin up / spin down) = 0.0228 / 0.0156 hartree
strongest force on any atom = 1.43 eV Å⁻¹
<S²> = 0.754